A single C13H20N4O2S molecule in a non-equilibrium geometry. Source: OMol25; level of theory: ωB97M-V with the def2-TZVPD basis set.

Calculated values
- energy above the lowest of the compared OMol25 structures with the same formula, charge and spin (eV) = 15.197
- E_tot (eV) = -34683.477
- SMILES = CCCCCCSc1nc2c(c(=O)[nH]c(=O)n2C)n1C

Each line ends with the Mulliken charge.
Atoms and positions in Å:
C (-1.81, 0.90, 3.15)  -1.2657
C (-2.61, 1.61, 2.05)  -0.8356
C (-3.80, 0.84, 1.53)  -1.1261
C (-3.41, 0.18, 0.05)  -0.9664
C (-2.38, -1.05, -0.01)  -0.0913
C (-2.02, -1.54, -1.25)  -0.6816
S (-1.27, -0.56, -2.38)  -0.2346
C (0.23, -0.35, -1.79)  0.0978
N (0.81, -0.95, -0.46)  -0.4515
C (2.12, -0.69, -0.48)  0.7464
C (2.31, 0.17, -1.78)  0.3403
C (3.61, 0.71, -1.61)  -0.0802
O (4.18, 1.63, -2.54)  -0.7654
N (4.53, 0.24, -0.70)  -0.0931
C (4.32, -0.35, 0.48)  0.4043
O (5.03, -0.74, 1.34)  -0.6146
N (2.95, -0.78, 0.49)  -0.2800
C (2.46, -2.07, 1.65)  -1.1721
N (1.23, 0.42, -2.27)  0.2289
C (1.10, 1.04, -3.60)  -1.1813
H (-2.43, 0.88, 4.00)  0.3873
H (-0.89, 1.40, 3.57)  0.3604
H (-1.24, -0.05, 2.87)  0.2550
H (-1.75, 1.88, 1.46)  0.3360
H (-2.84, 2.38, 2.46)  0.7603
H (-4.47, 1.57, 1.12)  0.2895
H (-4.00, 0.13, 2.05)  0.8405
H (-2.96, 0.83, -0.67)  0.4863
H (-4.30, -0.19, -0.29)  0.4875
H (-2.71, -1.61, 0.85)  0.5757
H (-1.36, -0.60, 0.66)  -0.3334
H (-1.29, -2.25, -1.17)  0.3852
H (-2.96, -2.07, -1.62)  0.3865
H (5.53, 0.76, -0.72)  0.3392
H (1.60, -1.31, 2.15)  0.2295
H (3.26, -2.02, 1.95)  0.6659
H (2.00, -2.77, 1.26)  0.4213
H (0.41, 2.07, -3.46)  0.3196
H (2.00, 1.69, -3.93)  0.3068
H (0.82, 0.61, -4.44)  0.5227